No. 1
The following is a quantum chemistry calculation of a molecular structure, C24H36AsClCrGeO2S4Sb in a non-equilibrium geometry, from the Open Molecules 2025 dataset.

* gap between HOMO and LUMO (spin up / spin down): 7.470 / 7.221 eV
* ⟨S²⟩: 3.810
* relative energy (zero: lowest compared OMol25 entry of this formula, charge and spin): 0.000 eV
* net charge: 0
* spin multiplicity: 4

CARTESIAN COORDINATES (ANGSTROEM)
Cr 0.497 1.290 0.022
Cl -3.866 1.433 5.866
C -2.873 1.674 4.465
C -2.507 2.989 4.109
C -1.733 3.215 3.007
C -1.261 2.141 2.209
O -0.511 2.391 1.199
C -1.647 0.811 2.577
C -1.240 -0.300 1.808
O -0.497 -0.293 0.806
C -2.467 0.614 3.716
H -2.844 3.820 4.713
H -1.444 4.212 2.703
H -1.615 -1.283 2.116
H -2.766 -0.391 3.990
S 1.528 3.419 -0.720
Sb 1.130 2.137 -2.627
S 1.999 0.194 -1.596
S -1.157 1.474 -1.743
S 1.052 2.627 -4.811
C 4.029 1.497 1.098
As 2.270 0.864 1.609
C 2.662 -1.015 1.921
C 2.029 1.526 3.467
C 3.283 1.431 4.278
C 3.572 0.288 5.020
C 4.764 0.181 5.721
C 5.681 1.220 5.696
C 5.400 2.369 4.970
C 4.208 2.473 4.270
H 4.764 1.279 1.870
H 3.993 2.566 0.901
H 4.294 0.985 0.175
H 3.534 -1.111 2.565
H 2.864 -1.489 0.961
H 1.807 -1.509 2.381
H 1.226 0.927 3.899
H 1.682 2.557 3.390
H 2.847 -0.518 5.054
H 4.974 -0.715 6.292
H 6.613 1.136 6.240
H 6.109 3.186 4.950
H 3.983 3.372 3.707
C -5.133 -1.021 -5.173
C -4.282 -0.504 -4.016
C -4.116 -1.552 -2.918
C -3.159 -1.126 -1.804
Ge -1.272 -0.743 -2.341
C -0.700 -0.829 -4.250
C -0.970 -2.171 -4.935
C -0.189 -3.320 -4.298
C -0.308 -4.612 -5.101
H -5.197 -0.287 -5.976
H -6.145 -1.247 -4.833
H -4.704 -1.937 -5.585
H -4.738 0.397 -3.597
H -3.295 -0.221 -4.392
H -3.754 -2.481 -3.372
H -5.100 -1.763 -2.487
H -3.087 -1.921 -1.058
H -3.546 -0.239 -1.295
H -0.427 -1.646 -1.449
H 0.370 -0.626 -4.277
H -1.192 -0.011 -4.778
H -0.673 -2.084 -5.985
H -2.039 -2.403 -4.905
H -0.561 -3.483 -3.281
H 0.863 -3.034 -4.218
H -1.349 -4.934 -5.170
H 0.269 -5.415 -4.640
H 0.067 -4.463 -6.115



No. 2
The following is a quantum chemistry calculation of a molecular structure, C24H36BBr30O6 in a non-equilibrium geometry, from the Open Molecules 2025 dataset.

* gap between HOMO and LUMO: 6.676 eV
* net charge: -1

CARTESIAN COORDINATES (ANGSTROEM)
C 6.166 0.137 -0.363
C 5.125 -0.971 -0.262
O 4.131 -0.697 0.785
C 2.798 -0.823 0.253
O 2.432 -1.871 -0.171
C 2.016 0.453 0.283
C 0.530 0.242 0.684
C -0.419 0.875 -0.357
B -1.800 1.500 0.286
C -2.583 0.478 1.325
C -2.571 -1.005 0.929
C -3.043 -1.273 -0.503
C -4.345 -0.586 -0.882
O -5.473 -1.539 -0.701
C -6.439 -1.212 -1.559
O -7.198 -0.314 -1.237
C -1.350 2.835 1.185
C -1.219 4.142 0.393
O -1.213 3.986 -1.052
C -0.123 4.415 -1.660
O 1.018 4.282 -1.291
H 6.300 0.470 -1.391
H 7.149 -0.190 -0.026
H 5.894 1.011 0.230
H 5.681 -1.928 -0.017
H 4.647 -1.118 -1.229
H 2.096 0.860 -0.730
H 2.513 1.182 0.923
H 0.387 -0.838 0.694
H 0.399 0.649 1.686
H -0.562 0.158 -1.176
H 0.126 1.716 -0.803
H -2.590 1.864 -0.582
H -3.624 0.814 1.418
H -2.150 0.538 2.330
H -3.278 -1.531 1.592
H -1.614 -1.498 1.109
H -3.245 -2.348 -0.577
H -2.281 -1.064 -1.259
H -4.530 0.348 -0.363
H -4.291 -0.403 -1.959
H -6.573 -1.750 -2.500
H -2.115 2.953 1.961
H -0.403 2.669 1.715
H -0.353 4.709 0.735
H -2.079 4.774 0.629
H -0.307 4.917 -2.623
C -1.697 -0.609 5.901
Br -0.738 -0.836 4.259
Br -0.503 -0.200 7.363
Br -3.104 0.693 5.741
H -2.163 -1.556 6.131
C 0.111 -3.476 9.580
Br 1.464 -3.797 10.912
Br 0.732 -3.906 7.816
Br -1.532 -4.388 10.000
H -0.103 -2.416 9.590
C -7.768 1.335 -4.820
Br -7.126 3.067 -5.407
Br -6.903 0.675 -3.194
Br -9.681 1.326 -4.606
H -7.528 0.638 -5.613
C 5.667 -3.538 3.195
Br 4.850 -2.344 1.853
Br 4.716 -3.486 4.877
Br 5.865 -5.370 2.560
H 6.665 -3.171 3.391
C 4.245 -7.452 5.773
Br 6.055 -7.135 6.340
Br 3.759 -9.309 5.947
Br 3.003 -6.305 6.686
H 4.193 -7.205 4.721
C 6.121 0.199 -5.167
Br 8.022 0.496 -5.279
Br 5.716 -1.469 -4.296
Br 5.221 1.675 -4.324
H 5.749 0.130 -6.179
C -6.636 -1.779 -7.643
Br -5.986 -0.060 -8.225
Br -5.736 -2.370 -6.047
Br -8.550 -1.778 -7.444
H -6.396 -2.488 -8.421
C 9.351 2.965 -0.184
Br 8.026 4.357 -0.113
Br 9.596 2.123 1.531
Br 8.950 1.677 -1.554
H 10.290 3.430 -0.447
C -3.768 7.584 -0.850
Br -2.782 8.018 0.747
Br -2.617 7.505 -2.391
Br -4.782 5.965 -0.644
H -4.470 8.386 -1.018
C -1.779 -1.113 -5.412
Br -3.031 0.327 -5.201
Br -1.572 -2.100 -3.765
Br -2.227 -2.266 -6.899
H -0.825 -0.664 -5.646